--- 1 ---
{"formula": "C19H26N4O3", "method": "ωB97M-V with the def2-TZVPD basis set", "homo_ev": -8.258, "smiles": "CC[C@@H]1CCCCN1CCCNC(=O)c1c(O)nc2ccccn2c1=O", "gap_ev": 7.99, "lumo_ev": -0.27, "species": ["C", "C", "C", "C", "C", "C", "C", "N", "C", "C", "C", "N", "C", "O", "C", "C", "O", "N", "C", "C", "C", "C", "C", "N", "C", "O", "H", "H", "H", "H", "H", "H", "H", "H", "H", "H", "H", "H", "H", "H", "H", "H", "H", "H", "H", "H", "H", "H", "H", "H", "H", "H"], "coordinates": [[1.18332, -3.53014, -2.02225], [0.80159, -2.45710, -3.03503], [-0.51482, -1.73993, -2.66606], [-1.75065, -2.60315, -2.95603], [-2.01410, -2.74619, -4.45068], [-2.11659, -1.35918, -5.07115], [-0.87078, -0.54200, -4.74057], [-0.71405, -0.44282, -3.30157], [0.19161, 0.61637, -2.89859], [0.03440, 0.99834, -1.41951], [1.17166, 0.47320, -0.53952], [0.94152, 0.78895, 0.84896], [1.68036, 1.66364, 1.53488], [2.67464, 2.22267, 1.04302], [1.27316, 1.93158, 2.93076], [2.05038, 2.82935, 3.69447], [3.10717, 3.41875, 3.20324], [1.75066, 3.12831, 4.96357], [0.70595, 2.58156, 5.52675], [0.39090, 2.90080, 6.87446], [-0.69001, 2.35012, 7.48827], [-1.51020, 1.44791, 6.77495], [-1.20053, 1.14979, 5.48946], [-0.12088, 1.69694, 4.86925], [0.13226, 1.32325, 3.50725], [-0.64524, 0.53182, 2.98261], [1.27550, -3.10609, -1.02388], [2.13789, -3.97842, -2.29026], [0.43753, -4.32046, -1.98769], [0.72281, -2.91118, -4.02276], [1.60470, -1.71777, -3.07671], [-0.49632, -1.55834, -1.58626], [-1.62913, -3.58424, -2.49592], [-2.61370, -2.11839, -2.49581], [-1.20696, -3.30509, -4.92793], [-2.93979, -3.30256, -4.61202], [-2.23362, -1.42720, -6.15424], [-2.98737, -0.84501, -4.66110], [0.01112, -0.98827, -5.23115], [-0.99095, 0.46907, -5.13965], [-0.06644, 1.48419, -3.51077], [1.25053, 0.38355, -3.10628], [-0.92219, 0.61825, -1.05759], [0.01364, 2.08515, -1.32576], [1.27103, -0.61092, -0.64234], [2.11588, 0.94304, -0.82604], [0.12424, 0.40157, 1.31334], [3.19788, 3.09671, 2.24049], [1.05260, 3.59411, 7.36538], [-0.92789, 2.59390, 8.51190], [-2.37139, 0.99988, 7.24129], [-1.77133, 0.47167, 4.87082]], "nbo_charge": [-0.60, -0.43, -0.03, -0.40, -0.40, -0.40, -0.21, -0.46, -0.21, -0.42, -0.21, -0.60, 0.68, -0.69, -0.43, 0.63, -0.63, -0.53, 0.43, -0.23, -0.14, -0.28, 0.06, -0.39, 0.65, -0.66, 0.20, 0.21, 0.20, 0.20, 0.20, 0.19, 0.20, 0.21, 0.19, 0.21, 0.21, 0.20, 0.16, 0.20, 0.20, 0.16, 0.21, 0.21, 0.19, 0.23, 0.44, 0.52, 0.24, 0.23, 0.23, 0.26]}

--- 2 ---
{"formula": "C19H26N4O3", "method": "ωB97M-V with the def2-TZVPD basis set", "homo_ev": -7.864, "smiles": "CN(C)CCCNC(=O)C(=O)Nc1cc2c3c(c1)CCC(=O)N3CCC2", "gap_ev": 8.46, "lumo_ev": 0.60, "species": ["C", "N", "C", "C", "C", "C", "N", "C", "O", "C", "O", "N", "C", "C", "C", "C", "C", "C", "C", "C", "C", "O", "N", "C", "C", "C", "H", "H", "H", "H", "H", "H", "H", "H", "H", "H", "H", "H", "H", "H", "H", "H", "H", "H", "H", "H", "H", "H", "H", "H", "H", "H"], "coordinates": [[-7.75792, -0.79873, 0.99826], [-6.41538, -1.28491, 0.75770], [-6.42705, -2.70394, 0.46670], [-5.73090, -0.53540, -0.28212], [-5.33756, 0.86613, 0.18839], [-4.41335, 1.57157, -0.80657], [-3.10240, 0.97566, -0.86068], [-1.98422, 1.56902, -0.44249], [-1.87680, 2.70566, -0.01073], [-0.76333, 0.64912, -0.57794], [-0.87082, -0.48880, -1.00284], [0.34553, 1.28869, -0.17152], [1.66831, 0.85232, -0.12427], [2.64202, 1.73478, 0.33188], [3.96937, 1.35458, 0.41224], [4.33915, 0.06076, 0.02801], [3.36594, -0.81637, -0.46452], [2.04347, -0.42394, -0.53180], [3.81020, -2.17266, -0.92381], [4.90595, -2.67079, 0.00712], [6.03896, -1.67177, 0.09638], [7.20529, -1.99766, 0.18983], [5.66773, -0.35728, 0.10947], [6.73817, 0.60369, 0.34304], [6.29601, 2.02573, 0.05094], [5.03052, 2.32064, 0.84950], [-8.39779, -0.86343, 0.10304], [-8.21116, -1.39147, 1.79096], [-7.72090, 0.23689, 1.32770], [-6.97412, -2.94685, -0.45828], [-5.40289, -3.06122, 0.36980], [-6.89820, -3.23094, 1.29484], [-6.34214, -0.45938, -1.20129], [-4.82303, -1.09138, -0.52927], [-6.22671, 1.48377, 0.31425], [-4.83987, 0.78404, 1.15526], [-4.85913, 1.55145, -1.80693], [-4.26406, 2.61098, -0.50393], [-2.99690, 0.01760, -1.17219], [0.15966, 2.24069, 0.14261], [2.35936, 2.73473, 0.62864], [1.29709, -1.10437, -0.90674], [4.20205, -2.09823, -1.94398], [2.96929, -2.86647, -0.93914], [4.50429, -2.80309, 1.01677], [5.31711, -3.62544, -0.32100], [7.58245, 0.31028, -0.28788], [7.06535, 0.51744, 1.38664], [7.09883, 2.71238, 0.31966], [6.08602, 2.14043, -1.01448], [4.69434, 3.34556, 0.68721], [5.23418, 2.19990, 1.91757]], "nbo_charge": [-0.42, -0.43, -0.41, -0.22, -0.41, -0.23, -0.59, 0.59, -0.64, 0.58, -0.62, -0.57, 0.14, -0.22, -0.04, 0.20, -0.03, -0.23, -0.42, -0.49, 0.69, -0.61, -0.45, -0.21, -0.40, -0.42, 0.16, 0.20, 0.20, 0.16, 0.20, 0.20, 0.16, 0.19, 0.21, 0.22, 0.19, 0.23, 0.42, 0.43, 0.21, 0.25, 0.22, 0.23, 0.23, 0.24, 0.23, 0.19, 0.22, 0.21, 0.22, 0.21]}

Most stable: 2. Least stable: 1.

--- 1 ---
{"formula": "CH3O3", "method": "ωB97M-V with the def2-TZVPD basis set", "homo_ev": -3.717, "gap_ev": 7.22, "lumo_ev": 3.50, "total_charge": -1, "species": ["O", "H", "H", "O", "O", "C", "H"], "coordinates": [[-3.13031, -0.90854, 0.49756], [-3.25651, -1.21689, 1.42343], [-2.16484, -0.73332, 0.42391], [2.26022, 1.24531, -1.63881], [2.00036, -0.51057, -0.39793], [2.09792, 0.71794, -0.59142], [2.19317, 1.40607, 0.28327]], "nbo_charge": [-0.95, 0.46, 0.49, -0.76, -0.82, 0.62, -0.03]}

--- 2 ---
{"formula": "CH3O3", "method": "ωB97M-V with the def2-TZVPD basis set", "homo_ev": -3.708, "gap_ev": 6.74, "lumo_ev": 3.03, "total_charge": -1, "species": ["O", "H", "H", "O", "O", "C", "H"], "coordinates": [[-1.25416, -4.27974, -0.06647], [-1.51948, -4.51915, -0.98328], [-1.00554, -3.32919, -0.12043], [0.20234, 2.09444, 0.01676], [0.90709, 3.77214, 1.32962], [0.97809, 2.99337, 0.31902], [1.69166, 3.26814, -0.49522]], "nbo_charge": [-0.95, 0.47, 0.48, -0.78, -0.82, 0.61, -0.02]}

Most stable: 2. Least stable: 1.

--- 1 ---
{"formula": "CH3N4O", "method": "ωB97M-V with the def2-TZVPD basis set", "homo_ev": -15.940, "smiles": "[NH3+]/N=N/N=C=O", "gap_ev": 10.37, "lumo_ev": -5.57, "total_charge": 1, "species": ["N", "N", "N", "N", "C", "O", "H", "H", "H"], "coordinates": [[1.54676, -0.37342, -0.23115], [0.24140, 0.17379, -0.28677], [-0.34639, 0.03702, 0.81162], [-1.58159, 0.35398, 0.87117], [-2.34051, 0.64845, -0.06682], [-3.38797, 0.88637, -0.58596], [2.35533, 0.12811, -0.48079], [1.54935, -1.27005, -0.72175], [1.96362, -0.58424, 0.69043]], "nbo_charge": [-0.54, -0.10, 0.09, -0.35, 0.89, -0.33, 0.45, 0.45, 0.44]}

--- 2 ---
{"formula": "CH3N4O", "method": "ωB97M-V with the def2-TZVPD basis set", "homo_ev": -16.243, "gap_ev": 10.13, "lumo_ev": -6.12, "total_charge": 1, "species": ["C", "N", "N", "N", "N", "O", "H", "H", "H"], "coordinates": [[-2.06460, 0.47327, -0.00335], [2.08983, 1.23978, -0.30118], [0.68804, -0.39867, 0.45324], [1.23030, 0.55084, 0.08617], [-1.82771, -0.65879, -0.27197], [-2.32056, 1.61673, 0.09108], [2.20961, 2.24428, -0.16736], [-0.24673, -0.73288, 0.22184], [-2.37437, -1.42252, -0.46980]], "nbo_charge": [0.89, -0.23, -0.17, 0.40, -0.82, -0.42, 0.46, 0.44, 0.46]}

Most stable: 2. Least stable: 1.

--- 1 ---
{"formula": "C7H10O2", "method": "ωB97M-V with the def2-TZVPD basis set", "homo_ev": -8.492, "smiles": "C[C@@H]1CO[C@]23C[C@H]2[C@]13O", "gap_ev": 9.37, "lumo_ev": 0.88, "species": ["C", "C", "C", "O", "C", "C", "C", "C", "O", "H", "H", "H", "H", "H", "H", "H", "H", "H", "H"], "coordinates": [[-1.13310, 1.05251, 1.43851], [0.04637, 0.91771, 0.57846], [0.15993, 1.55649, -0.82604], [0.55768, 0.67343, -1.84377], [0.64854, -0.58265, -1.21584], [0.42925, -2.21702, -1.45630], [-0.47510, -1.40200, -0.49020], [0.46225, -0.53961, 0.28458], [1.37210, -1.02354, 1.22358], [-0.87092, 1.70419, 2.20287], [-1.31880, 0.13055, 1.99028], [-2.00595, 1.35513, 0.87099], [0.97397, 1.32642, 1.12385], [-0.72305, 2.13312, -1.23532], [0.98200, 2.20996, -0.66198], [1.24908, -2.80514, -1.08364], [0.18090, -2.40271, -2.43399], [-1.53878, -1.23130, -0.54461], [1.00364, -0.85556, 2.07857]], "nbo_charge": [-0.62, -0.26, -0.07, -0.49, 0.26, -0.34, -0.32, 0.21, -0.70, 0.22, 0.21, 0.22, 0.21, 0.18, 0.18, 0.22, 0.21, 0.22, 0.46]}

--- 2 ---
{"formula": "C7H10O2", "method": "ωB97M-V with the def2-TZVPD basis set", "homo_ev": -8.438, "smiles": "CC(=C=O)[C@@H]1C[C@]1(C)O", "gap_ev": 9.18, "lumo_ev": 0.75, "species": ["C", "C", "C", "O", "C", "C", "C", "C", "O", "H", "H", "H", "H", "H", "H", "H", "H", "H", "H"], "coordinates": [[-1.58160, -0.05899, 2.19843], [-1.07905, 0.34749, 0.84371], [-1.89674, 0.77780, -0.07324], [-2.60565, 1.13329, -0.94577], [0.17281, -0.27863, 0.38212], [1.50763, 0.41668, 0.43974], [0.85949, 0.15584, -0.89455], [1.29305, -0.92909, -1.82471], [0.47185, 1.36924, -1.55876], [-0.78319, -0.02181, 2.94512], [-1.96626, -1.08505, 2.15786], [-2.39473, 0.59316, 2.53378], [0.21621, -1.33826, 0.63045], [1.55714, 1.44794, 0.77585], [2.39412, -0.15677, 0.68564], [2.20277, -0.64812, -2.36067], [0.50152, -1.11499, -2.55962], [1.47845, -1.87158, -1.29850], [-0.34778, 1.26187, -2.07688]], "nbo_charge": [-0.59, -0.34, 0.74, -0.49, -0.24, -0.43, 0.25, -0.62, -0.71, 0.22, 0.21, 0.22, 0.22, 0.24, 0.21, 0.22, 0.21, 0.21, 0.47]}

Most stable: 2. Least stable: 1.

--- 1 ---
{"formula": "C7H10O2", "method": "ωB97M-V with the def2-TZVPD basis set", "homo_ev": [-7.716, -6.185], "smiles": "CC1=C(O)C(O)=C(C)C1", "gap_ev": [8.38, 5.85], "lumo_ev": [0.66, -0.33], "species": ["C", "C", "C", "O", "C", "O", "C", "C", "C", "H", "H", "H", "H", "H", "H", "H", "H", "H", "H"], "coordinates": [[-1.78468, 0.79623, 0.69502], [-1.25477, 0.15796, -0.58241], [-0.71252, -1.20301, -0.38026], [-1.45129, -2.31429, -0.43759], [0.63507, -1.14963, -0.12158], [1.55692, -2.14702, 0.08272], [0.99169, 0.21606, -0.29533], [2.05917, 0.88520, 0.48198], [0.01647, 0.90383, -1.15720], [-1.07522, 0.83586, 1.54362], [-2.10933, 1.81772, 0.48052], [-2.66902, 0.26702, 1.05877], [-2.35396, -2.02397, -0.66089], [1.09501, -2.92750, 0.41094], [1.57820, 1.40969, 1.32176], [2.76198, 0.16260, 0.89531], [2.59489, 1.63395, -0.10383], [0.13166, 0.69496, -2.22098], [-0.01028, 1.98433, -1.01057]], "nbo_charge": [-0.67, 0.00, 0.20, -0.66, 0.19, -0.66, 0.02, -0.65, -0.48, 0.21, 0.21, 0.21, 0.49, 0.49, 0.21, 0.23, 0.21, 0.23, 0.21]}

--- 2 ---
{"formula": "C7H10O2", "method": "ωB97M-V with the def2-TZVPD basis set", "homo_ev": -8.278, "smiles": "C1O[C@@H]2C[C@H]2[C@@H]2C[C@H]1O2", "gap_ev": 9.28, "lumo_ev": 1.00, "species": ["C", "O", "C", "C", "C", "C", "C", "C", "O", "H", "H", "H", "H", "H", "H", "H", "H", "H", "H"], "coordinates": [[-0.02992, -1.46775, 1.15415], [-0.89583, -0.32436, 1.57693], [-0.39262, 0.87724, 1.24440], [-0.62930, 2.21994, 0.71616], [-0.45422, 1.05894, -0.34769], [0.71316, 0.51382, -1.20361], [-0.02503, -0.77453, -1.69020], [0.62926, -1.46928, -0.39892], [1.55690, -0.49194, -0.32491], [-0.32527, -2.48154, 1.55399], [0.95795, -1.50100, 1.72403], [0.55906, 0.84949, 1.55078], [0.26995, 2.84125, 0.79750], [-1.55950, 2.48038, 1.06479], [-1.48369, 0.99995, -0.62415], [0.91482, 1.26075, -1.97285], [0.16356, -1.32194, -2.78103], [-1.09006, -0.74691, -1.72146], [1.12078, -2.52250, -0.31794]], "nbo_charge": [-0.11, -0.52, 0.11, -0.39, -0.33, 0.06, -0.42, 0.08, -0.52, 0.20, 0.18, 0.15, 0.22, 0.22, 0.22, 0.23, 0.22, 0.21, 0.19]}

Most stable: 1. Least stable: 2.

--- 1 ---
{"formula": "C7H10O2", "method": "ωB97M-V with the def2-TZVPD basis set", "homo_ev": -8.635, "smiles": "O[C@@]12CO[C@H]3CC[C@H]1[C@@H]32", "gap_ev": 9.48, "lumo_ev": 0.85, "species": ["O", "C", "C", "O", "C", "C", "C", "C", "C", "H", "H", "H", "H", "H", "H", "H", "H", "H", "H"], "coordinates": [[-2.47725, -0.93508, -0.01315], [-1.32412, -0.18172, -0.20412], [-1.38378, 1.30712, -0.37992], [-0.26764, 1.90011, 0.14676], [0.57057, 0.84977, 0.07315], [1.99116, 0.44057, 0.19281], [1.52085, -0.99356, -0.33583], [0.03985, -1.21293, -0.12171], [-0.35342, -0.27584, 0.93541], [-3.12653, -0.43874, 0.50494], [-1.45351, 1.69224, -1.36053], [-2.28176, 1.56468, 0.27941], [0.51667, 0.61298, -0.93136], [2.68381, 0.94563, -0.35695], [2.53652, 0.28306, 1.21323], [2.08114, -1.84409, 0.03924], [1.79397, -0.97697, -1.38338], [-0.23982, -2.30993, -0.24926], [-0.82671, -0.42732, 1.95127]], "nbo_charge": [-0.71, 0.22, -0.10, -0.51, 0.14, -0.39, -0.41, -0.20, -0.32, 0.47, 0.18, 0.18, 0.15, 0.21, 0.19, 0.23, 0.20, 0.23, 0.23]}

--- 2 ---
{"formula": "C7H10O2", "method": "ωB97M-V with the def2-TZVPD basis set", "homo_ev": -8.337, "smiles": "CCC(C)=O.C=C=C=O", "gap_ev": 7.23, "lumo_ev": -1.10, "species": ["C", "C", "C", "C", "O", "H", "H", "H", "H", "H", "H", "H", "H", "C", "C", "C", "O", "H", "H"], "coordinates": [[-1.44240, -0.78050, 1.53328], [-1.27040, 0.20961, 0.40138], [-0.29735, -0.19209, -1.06745], [0.35293, -1.56180, -1.00722], [-0.92673, 0.06502, -2.08914], [-1.91743, -1.69721, 1.18369], [-2.08299, -0.33379, 2.29965], [-0.49539, -1.01375, 2.02046], [-2.21299, 0.39498, -0.10914], [-0.93442, 1.19266, 0.72804], [-0.29528, -2.32873, -1.42537], [1.21418, -1.51987, -1.67792], [0.67107, -1.85122, -0.00752], [1.50927, 2.31418, -0.83801], [1.33869, 1.07568, -0.35413], [1.72105, 0.53914, 0.79998], [1.99988, -0.18964, 1.65428], [2.18289, 3.03209, -0.38841], [0.88541, 2.64523, -1.65642]], "nbo_charge": [-0.63, -0.48, 0.58, -0.73, -0.62, 0.21, 0.22, 0.20, 0.22, 0.19, 0.24, 0.23, 0.21, -0.20, -0.39, 0.75, -0.41, 0.20, 0.21]}

Most stable: 2. Least stable: 1.